A molecular structure, C26H31N9O2S3SiTa, computed with ωB97M-V/def2-TZVPD.

Each line ends with the Mulliken charge.
Cartesian coordinates (Å):
Ta  0.105  0.615  -0.441  1.546
C  4.457  0.918  -1.978  -2.089
C  3.229  0.867  -1.132  1.319
N  2.076  1.282  -1.512  -0.137
N  1.967  1.881  -2.748  -0.775
C  0.903  2.668  -2.977  0.800
N  0.861  3.360  -4.098  -0.373
S  -0.343  2.778  -1.833  -0.294
C  3.266  0.381  0.255  0.428
C  4.456  0.226  0.926  -0.866
C  4.435  -0.161  2.263  -0.807
C  3.214  -0.401  2.852  -0.995
C  2.055  -0.224  2.107  -0.068
N  2.069  0.182  0.836  0.339
H  4.242  0.699  -3.024  0.621
H  5.182  0.182  -1.646  0.530
H  4.927  1.905  -1.919  0.378
H  2.753  1.859  -3.380  0.175
H  1.633  3.407  -4.747  0.209
H  0.069  3.959  -4.281  0.258
H  5.397  0.419  0.431  0.455
H  5.357  -0.273  2.818  0.489
H  3.138  -0.722  3.882  0.542
H  1.096  -0.428  2.552  0.411
C  -0.543  4.292  3.918  -1.041
Si  -1.333  2.819  4.712  0.106
C  -3.137  3.060  5.017  -1.042
C  -0.435  2.310  6.245  -1.020
C  -1.254  1.271  3.557  0.534
C  -1.765  0.062  4.068  -0.257
C  -1.806  -1.112  3.326  -1.290
C  -1.329  -1.095  2.032  -0.103
N  -0.826  0.038  1.528  -0.536
C  -0.799  1.172  2.260  0.904
S  -0.095  2.416  1.219  -0.387
H  -0.539  5.108  4.646  0.385
H  -1.096  4.641  3.042  0.343
H  0.496  4.111  3.629  0.322
H  -3.287  3.922  5.674  0.375
H  -3.579  2.191  5.511  0.355
H  -3.687  3.248  4.092  0.353
H  -0.487  3.125  6.972  0.373
H  0.622  2.103  6.058  0.320
H  -0.883  1.431  6.714  0.362
H  -2.147  0.043  5.083  0.401
H  -2.208  -2.026  3.739  0.457
H  -1.340  -1.962  1.389  0.530
N  -4.710  -3.624  -5.644  -0.408
C  -3.941  -2.919  -4.818  1.113
C  -2.783  -2.249  -5.302  -0.808
C  -1.989  -1.539  -4.454  -0.466
C  -2.344  -1.474  -3.086  0.084
C  -3.490  -2.130  -2.582  -0.755
C  -4.273  -2.834  -3.437  -0.919
S  -1.356  -0.675  -2.038  1.823
O  -1.967  0.429  -1.222  -0.724
O  -0.143  -0.056  -2.671  -0.672
N  -0.666  -1.428  -0.787  -0.009
C  0.341  -2.377  -1.164  0.298
N  0.014  -3.440  -1.862  -0.507
C  1.016  -4.285  -2.119  -0.378
C  2.315  -4.051  -1.683  -0.797
C  2.540  -2.864  -1.023  -0.099
N  1.543  -2.004  -0.774  0.197
H  -4.503  -3.688  -6.628  0.221
H  -5.537  -4.096  -5.318  0.221
H  -2.538  -2.303  -6.354  0.342
H  -1.110  -1.031  -4.825  0.481
H  -3.755  -2.067  -1.533  0.518
H  -5.160  -3.332  -3.070  0.331
H  0.765  -5.170  -2.691  0.469
H  3.112  -4.757  -1.871  0.435
H  3.530  -2.581  -0.684  0.465

Output
Energy above the lowest of the compared OMol25 structures with the same formula, charge and spin in kJ/mol: 142.90
Max |F| in eV Å⁻¹: 2.3
Net charge: +3
E_LUMO in Eh: -0.3623
Frontier orbital gap in eV: 5.84



A molecular structure, C81H171CoF16N9O13P4V, computed with ωB97M-V/def2-TZVPD.

Each line ends with the Mulliken charge.
Cartesian coordinates (Å):
V  -21.992  -5.098  10.710  1.919
Co  -17.083  -5.325  13.097  1.115
P  -19.669  -6.230  8.455  1.604
F  -20.656  -7.477  8.117  -0.365
F  -19.454  -5.960  6.791  -0.441
F  -20.844  -5.105  8.505  -0.125
F  -18.568  -5.037  8.776  -0.617
F  -19.861  -6.412  10.074  -0.799
F  -18.389  -7.309  8.575  -0.352
P  -15.617  -4.827  15.362  2.128
F  -14.848  -6.128  16.034  -0.419
F  -16.207  -4.372  16.913  -0.349
F  -14.411  -3.764  15.657  -0.387
F  -16.433  -3.672  14.540  -0.465
F  -15.068  -5.224  13.865  -0.817
F  -16.949  -5.844  15.060  -0.510
O  -17.899  -3.790  12.222  0.567
P  -18.995  -3.100  11.427  -0.983
O  -20.310  -3.817  11.071  -0.397
F  -18.253  -2.435  10.123  0.625
F  -19.528  -1.851  12.203  0.117
O  -21.245  -6.110  12.314  -0.197
P  -20.313  -6.636  13.434  -0.067
O  -18.850  -6.245  13.477  0.169
F  -20.288  -8.273  13.365  -0.332
F  -20.843  -6.231  14.884  -0.279
C  -13.194  -4.676  5.584  -1.805
C  -13.706  -3.253  5.476  1.813
C  -14.435  -2.895  6.774  -1.520
C  -13.543  -2.507  7.923  1.508
C  -12.627  -1.390  7.365  -0.362
C  -11.759  -1.729  6.101  1.579
N  -12.688  -2.301  5.071  0.391
O  -12.024  -2.578  3.882  -0.520
C  -11.188  -0.375  5.567  -1.902
C  -10.528  -2.655  6.361  -1.617
C  -14.841  -3.163  4.376  -2.267
H  -12.231  -4.734  5.076  0.329
H  -13.791  -5.454  5.109  0.412
H  -12.817  -4.933  6.574  0.179
H  -15.127  -2.101  6.491  0.008
H  -14.966  -3.782  7.119  0.290
H  -12.994  -3.319  8.399  0.068
H  -14.226  -2.140  8.690  -0.365
H  -11.923  -1.256  8.186  -0.554
H  -13.221  -0.478  7.312  0.392
H  -10.580  -0.397  4.663  0.400
H  -11.942  0.366  5.303  0.435
H  -10.624  0.116  6.360  0.352
H  -9.823  -2.186  7.048  0.390
H  -10.878  -3.520  6.924  0.329
H  -9.955  -2.916  5.471  0.357
H  -15.469  -2.273  4.366  0.526
H  -15.553  -3.969  4.552  0.407
H  -14.469  -3.331  3.366  0.580
H  -12.608  -2.106  3.284  0.409
C  -19.547  1.090  16.461  -1.761
C  -19.686  -0.508  16.475  2.247
C  -18.445  -1.263  17.090  -1.035
C  -18.505  -1.119  18.594  -0.902
C  -19.834  -1.583  19.235  -1.115
C  -21.160  -1.147  18.503  1.396
N  -20.947  -1.039  17.062  0.592
O  -22.091  -0.649  16.421  -0.496
C  -22.200  -2.159  18.941  -1.978
C  -21.543  0.203  19.169  -1.563
C  -19.656  -0.910  15.014  -2.553
H  -18.771  1.406  15.764  0.237
H  -19.196  1.506  17.406  0.430
H  -20.422  1.690  16.212  0.465
H  -18.548  -2.300  16.768  0.366
H  -17.541  -0.853  16.639  0.435
H  -18.402  -0.062  18.840  0.344
H  -17.732  -1.711  19.085  0.424
H  -19.816  -1.074  20.199  0.249
H  -19.858  -2.673  19.247  0.443
H  -23.130  -1.856  18.459  0.418
H  -22.075  -3.159  18.525  0.428
H  -22.410  -2.315  19.999  0.332
H  -21.377  0.284  20.243  0.390
H  -21.031  1.002  18.633  0.378
H  -22.606  0.337  18.971  0.329
H  -20.055  -1.913  14.866  0.468
H  -18.634  -0.885  14.636  0.368
H  -20.058  -0.127  14.371  0.243
H  -22.292  -1.463  15.954  0.307
C  -15.039  -4.253  10.880  -1.147
C  -14.834  -5.801  10.844  2.103
C  -13.449  -5.962  11.445  -1.068
C  -13.018  -7.301  11.684  -0.838
C  -14.089  -8.079  12.447  -1.740
C  -15.519  -7.849  11.921  1.566
N  -15.872  -6.451  11.636  0.972
O  -17.199  -6.259  11.166  2.150
C  -15.658  -8.862  10.757  -1.412
C  -16.379  -8.253  13.156  -2.220
C  -14.762  -6.274  9.344  -0.927
H  -14.323  -3.813  10.186  -0.512
H  -14.964  -3.723  11.829  0.227
H  -15.967  -3.934  10.407  -0.344
H  -12.727  -5.393  10.859  -0.164
H  -13.272  -5.487  12.410  0.038
H  -12.052  -7.388  12.181  0.517
H  -12.736  -7.899  10.817  0.446
H  -13.937  -7.808  13.491  0.410
H  -13.776  -9.116  12.325  0.512
H  -14.804  -9.239  10.193  0.346
H  -16.104  -9.807  11.066  0.481
H  -16.413  -8.540  10.040  0.067
H  -16.118  -7.768  14.097  0.226
H  -17.441  -8.156  12.934  0.130
H  -16.177  -9.322  13.227  0.689
H  -15.712  -6.438  8.836  -0.108
H  -14.207  -7.173  9.079  0.449
H  -14.205  -5.561  8.735  0.003
H  -17.211  -6.674  10.301  -0.517
C  -19.167  1.878  6.447  -1.580
C  -19.906  0.753  7.233  1.887
C  -21.394  0.871  6.920  0.249
C  -21.731  0.335  5.487  -1.265
C  -21.359  -1.180  5.352  -0.984
C  -19.869  -1.397  5.745  1.873
N  -19.467  -0.621  6.950  1.159
O  -18.131  -0.821  7.234  0.213
C  -19.744  -2.900  6.030  -1.747
C  -19.053  -1.061  4.470  -1.982
C  -19.735  0.980  8.735  0.256
H  -19.526  2.861  6.750  0.264
H  -19.244  1.695  5.375  0.364
H  -18.090  1.842  6.606  0.151
H  -21.906  0.334  7.719  -0.689
H  -21.677  1.914  7.065  0.334
H  -21.235  0.874  4.679  0.382
H  -22.768  0.529  5.214  0.513
H  -21.591  -1.400  4.310  0.631
H  -22.055  -1.650  6.047  0.074
H  -20.224  -3.643  5.393  0.484
H  -18.680  -3.126  6.103  0.232
H  -20.130  -3.020  7.043  -0.123
H  -19.385  -0.135  4.000  0.344
H  -17.997  -1.024  4.736  0.090
H  -19.229  -1.753  3.646  0.517
H  -20.331  0.259  9.295  -0.360
H  -20.030  2.016  8.901  -0.478
H  -18.747  0.840  9.173  -0.439
H  -18.163  -1.282  8.076  0.015
C  -21.951  3.046  10.971  -1.350
C  -22.177  4.476  11.277  2.431
C  -21.191  5.332  10.383  -1.164
C  -21.497  5.397  8.831  0.411
C  -22.893  5.895  8.856  -1.646
C  -23.995  5.100  9.535  1.754
N  -23.550  4.885  10.899  0.405
O  -24.507  4.432  11.768  -0.483
C  -25.293  5.875  9.588  -2.140
C  -24.310  3.850  8.642  -1.227
C  -21.838  4.753  12.708  -2.310
H  -22.890  2.547  11.207  0.760
H  -21.209  2.535  11.584  0.900
H  -21.949  2.848  9.899  -1.230
H  -21.060  6.369  10.691  0.424
H  -20.233  4.848  10.576  0.175
H  -21.376  4.436  8.330  -0.550
H  -20.844  6.067  8.272  0.507
H  -23.163  6.074  7.815  0.594
H  -22.798  6.893  9.284  0.332
H  -26.056  5.370  10.180  0.419
H  -25.088  6.802  10.124  0.443
H  -25.672  6.197  8.618  0.390
H  -25.228  3.392  9.008  0.393
H  -24.322  4.154  7.595  0.357
H  -23.555  3.063  8.651  -0.047
H  -22.239  5.725  12.997  0.470
H  -20.779  4.693  12.956  0.111
H  -22.438  4.095  13.336  0.541
H  -24.488  5.141  12.415  0.371
C  -11.718  -1.278  14.324  -1.841
C  -11.521  -1.490  12.815  1.881
C  -11.246  -0.069  12.187  -0.826
C  -10.358  -0.088  10.929  0.665
C  -9.187  -0.988  11.100  -1.884
C  -9.522  -2.525  11.435  1.424
N  -10.363  -2.437  12.666  0.123
O  -10.701  -3.708  13.106  -0.368
C  -10.309  -3.241  10.235  -1.204
C  -8.179  -3.177  11.765  -1.857
C  -12.798  -2.042  12.086  -0.282
H  -12.678  -0.857  14.623  0.268
H  -10.960  -0.656  14.800  0.428
H  -11.709  -2.236  14.844  0.421
H  -12.140  0.502  11.936  -0.466
H  -10.659  0.547  12.869  0.668
H  -10.121  0.944  10.672  0.786
H  -10.833  -0.487  10.033  -0.737
H  -8.469  -0.628  11.837  0.332
H  -8.775  -0.901  10.094  0.486
H  -9.538  -3.465  9.496  0.649
H  -10.676  -4.225  10.526  0.038
H  -11.024  -2.582  9.744  -0.145
H  -7.508  -3.283  10.912  0.357
H  -7.745  -2.659  12.620  0.452
H  -8.472  -4.162  12.129  0.429
H  -13.559  -1.348  12.440  -0.012
H  -13.111  -3.044  12.379  0.071
H  -12.670  -1.974  11.005  -0.391
H  -10.062  -3.878  13.801  0.369
C  -23.103  -3.613  13.545  -1.767
C  -23.773  -2.717  12.474  1.448
C  -23.120  -1.320  12.729  -1.030
C  -23.327  -0.326  11.633  -1.579
C  -22.867  -0.875  10.336  0.470
C  -23.449  -2.211  9.904  1.790
N  -23.427  -3.171  11.085  0.325
O  -24.088  -4.388  10.911  0.737
C  -24.919  -2.001  9.463  -1.700
C  -22.587  -2.695  8.628  -0.546
C  -25.230  -2.509  12.815  -1.968
H  -23.534  -4.613  13.585  0.224
H  -23.070  -3.183  14.546  0.519
H  -22.042  -3.634  13.295  -0.089
H  -23.518  -0.724  13.550  0.697
H  -22.050  -1.426  12.910  -0.385
H  -22.696  0.536  11.853  0.231
H  -24.369  -0.023  11.532  0.558
H  -21.786  -0.785  10.438  -1.230
H  -23.203  -0.169  9.577  0.767
H  -24.978  -1.133  8.806  0.382
H  -25.372  -2.758  8.822  0.333
H  -25.664  -2.046  10.256  0.363
H  -21.588  -2.983  8.957  -0.932
H  -23.005  -3.574  8.139  -0.138
H  -22.562  -1.881  7.902  0.149
H  -25.583  -1.631  12.275  0.457
H  -25.300  -2.362  13.893  0.549
H  -25.818  -3.365  12.483  0.172
H  -25.012  -4.170  10.770  0.204
C  -24.327  -7.478  12.620  -1.992
C  -24.715  -8.025  11.270  1.665
C  -26.225  -7.813  11.181  -1.458
C  -26.849  -8.148  9.810  -0.812
C  -26.143  -7.261  8.710  -1.393
C  -24.593  -7.362  8.749  1.914
N  -24.081  -7.212  10.153  0.311
O  -22.746  -7.230  10.169  0.448
C  -24.218  -8.703  8.015  -1.787
C  -24.085  -6.157  7.906  -2.205
C  -24.339  -9.596  11.362  -1.594
H  -24.498  -6.404  12.696  0.094
H  -24.955  -7.883  13.413  0.616
H  -23.293  -7.601  12.940  0.187
H  -26.743  -8.418  11.926  0.569
H  -26.555  -6.802  11.418  0.189
H  -26.782  -9.230  9.697  0.388
H  -27.915  -7.920  9.837  0.499
H  -26.602  -6.319  9.012  0.224
H  -26.577  -7.400  7.720  0.511
H  -24.493  -8.548  6.971  0.536
H  -24.843  -9.569  8.235  0.353
H  -23.160  -8.965  8.007  0.291
H  -22.996  -6.117  7.912  0.332
H  -24.393  -5.119  8.034  0.081
H  -24.190  -6.328  6.834  0.664
H  -24.919  -10.077  12.150  0.439
H  -24.751  -10.086  10.480  0.423
H  -23.272  -9.816  11.323  0.332
H  -22.555  -8.170  10.130  0.176
C  -18.063  3.518  12.049  -1.704
C  -16.722  2.709  11.838  1.894
C  -17.017  1.314  12.404  -0.189
C  -15.908  0.327  12.188  -1.695
C  -15.664  0.201  10.666  0.781
C  -15.486  1.594  9.916  2.314
N  -16.441  2.621  10.392  1.465
O  -16.372  3.858  9.754  -0.575
C  -14.053  1.956  9.916  -1.941
C  -15.826  1.289  8.409  -1.566
C  -15.593  3.496  12.594  -1.988
H  -18.445  3.170  13.008  0.319
H  -18.827  3.283  11.307  -0.221
H  -17.989  4.601  12.149  0.564
H  -17.168  1.431  13.477  0.415
H  -17.937  0.998  11.912  -0.162
H  -16.004  -0.695  12.554  0.478
H  -14.931  0.656  12.541  0.269
H  -16.566  -0.294  10.307  -0.331
H  -14.838  -0.499  10.544  -0.597
H  -13.580  2.350  9.016  0.431
H  -13.768  2.746  10.611  0.190
H  -13.347  1.183  10.219  0.056
H  -16.827  0.883  8.264  0.329
H  -15.871  2.216  7.837  1.192
H  -15.182  0.557  7.921  -1.339
H  -14.675  2.913  12.659  0.287
H  -15.926  3.762  13.597  0.401
H  -15.227  4.366  12.048  0.460
H  -17.027  3.760  9.060  0.378

Output
Spin multiplicity: 7
Max |F| in eV Å⁻¹: 4.7
Net charge: 0
E_LUMO (alpha / beta) in Eh: -0.0041 / -0.0040
Frontier orbital gap (alpha / beta) in eV: 7.81 / 7.82



Which value of net charge does entry 1 give? +3



Among the records above, which one has the lowest max |F|? C26H31N9O2S3SiTa